# C5H8N2

A 2-piece molecular cluster, C5H8N2 overall at a distorted geometry (wB97M-V/def2-TZVPD, the Open Molecules 2025 dataset).

The geometry in ORCA input format:
```
! RIJCOSX wB97M-V def2-TZVPD def2/J DEFGRID3
* xyz 0 1
C -2.242 0.092 0.587
C 0.988 -0.246 -1.239
C -2.407 -1.385 0.639
C 2.224 1.548 0.228
C 1.830 0.071 0.014
N -2.998 -0.432 -0.321
N 0.405 -0.237 -2.216
H -1.665 -2.078 0.414
H -3.128 -1.785 1.271
H 1.463 2.278 -0.062
H 3.222 1.855 -0.149
H 1.998 1.685 1.357
H 2.598 -0.638 -0.043
H 1.187 -0.349 0.797
H -3.474 -0.380 -1.277
*
```

## Properties
F_max = 3.26 eV/A
Energy above the lowest of the compared OMol25 structures with the same formula, charge and spin = 473.02 kJ/mol
E_tot = -8290.09382 eV
HOMO energy = -9.0 eV